(1)
Below is a molecular structure, C34H41MoOPSTe in a non-equilibrium geometry, with properties calculated with the ωB97M-V functional and the def2-TZVPD basis.

The HOMO-LUMO gap (spin up / spin down) is 0.240 / 0.221 Ha. The HOMO energy (spin up / spin down) comes out at -6.2 / -6.9 eV. Its spin multiplicity is 3. Its expectation value of S² is 2.085. Its largest force on an atom is 4.80 eV Å⁻¹. The value obtained for the energy relative to the best compared isomer or geometry (same formula, charge and spin) is 1.5 kJ/mol.

Atoms and positions in Å:
1 Mo 0.05 0.33 1.29
2 C 0.38 -1.15 5.39
3 S 0.32 -1.19 3.53
4 O -1.01 -0.58 3.22
5 C 1.42 0.16 3.18
6 C 0.86 1.47 3.29
7 C 1.76 2.56 3.19
8 C 3.10 2.36 3.02
9 C 3.64 1.06 2.97
10 C 2.80 -0.03 3.04
11 H -0.04 -0.21 5.73
12 H 1.42 -1.23 5.68
13 H -0.20 -1.99 5.77
14 H -0.05 1.62 3.87
15 H 1.37 3.56 3.29
16 H 3.77 3.20 2.98
17 H 4.70 0.91 2.89
18 H 3.20 -1.04 3.02
19 C -3.07 -1.97 1.04
20 C -1.89 -2.85 0.62
21 C -2.39 -3.86 -0.42
22 C -1.40 -3.61 1.85
23 P -0.56 -1.64 -0.06
24 C -1.40 -1.31 -1.67
25 C -2.25 -0.21 -1.71
26 C -2.98 0.11 -2.84
27 C -2.87 -0.68 -3.98
28 C -2.03 -1.78 -3.96
29 C -1.31 -2.10 -2.82
30 C 1.02 -2.62 -0.54
31 C 0.91 -4.10 -0.93
32 C 1.92 -2.54 0.69
33 C 1.71 -1.84 -1.66
34 H -3.81 -2.58 1.56
35 H -3.55 -1.51 0.18
36 H -2.74 -1.19 1.72
37 H -3.20 -4.45 0.03
38 H -1.62 -4.55 -0.73
39 H -2.80 -3.36 -1.29
40 H -2.23 -4.20 2.25
41 H -1.08 -2.93 2.64
42 H -0.59 -4.30 1.63
43 H -2.33 0.41 -0.83
44 H -3.64 0.96 -2.83
45 H -3.43 -0.44 -4.87
46 H -1.95 -2.41 -4.83
47 H -0.70 -2.98 -2.84
48 H 0.55 -4.70 -0.10
49 H 1.90 -4.46 -1.20
50 H 0.26 -4.27 -1.78
51 H 1.48 -3.05 1.54
52 H 2.08 -1.48 0.94
53 H 2.90 -2.99 0.48
54 H 1.21 -1.94 -2.62
55 H 2.74 -2.19 -1.78
56 H 1.74 -0.78 -1.40
57 C 1.06 1.09 -0.07
58 C 1.86 1.72 -1.02
59 C 1.50 1.79 -2.38
60 C 2.30 2.45 -3.29
61 C 3.49 3.04 -2.89
62 C 3.86 2.98 -1.56
63 C 3.07 2.33 -0.63
64 H 0.59 1.30 -2.71
65 H 1.99 2.50 -4.33
66 H 4.10 3.56 -3.61
67 H 4.79 3.43 -1.24
68 H 3.36 2.28 0.41
69 Te -2.10 1.99 1.55
70 C -2.01 3.45 0.00
71 C -1.48 3.15 -1.25
72 C -1.48 4.09 -2.26
73 C -2.01 5.35 -2.04
74 C -2.51 5.67 -0.79
75 C -2.52 4.72 0.22
76 H -1.06 2.17 -1.42
77 H -1.07 3.83 -3.23
78 H -2.02 6.08 -2.84
79 H -2.91 6.65 -0.60
80 H -2.93 4.97 1.18

(2)
Below is a single C34H41N7O5 molecule, with properties calculated with the ωB97M-V functional and the def2-TZVPD basis.

The HOMO-LUMO gap is 0.314 Ha. The HOMO energy comes out at -8.1 eV. The SMILES is CCCCCCOC(=O)/N=C(\N)c1ccc(NCc2nc3cc(C(=O)N(CCC(=O)OCC)c4ccccn4)ccc3n2C)cc1. Its largest force on an atom is 0.79 eV Å⁻¹. The value obtained for the energy relative to the best compared isomer or geometry (same formula, charge and spin) is 18.2 kJ/mol.

Atoms and positions in Å:
1 C 6.16 0.80 -0.37
2 H 7.08 0.37 -0.77
3 C 4.95 -0.02 -0.81
4 C 4.98 -1.45 -0.28
5 C 4.58 -1.53 1.19
6 C 4.82 -2.91 1.82
7 C 4.07 -4.03 1.12
8 H 4.45 -4.19 0.10
9 H 4.20 -4.97 1.67
10 O 2.69 -3.71 1.06
11 C 1.97 -4.37 0.15
12 O 2.45 -5.24 -0.56
13 N 0.69 -3.90 0.17
14 C -0.23 -4.40 -0.62
15 N -0.01 -5.40 -1.48
16 H -0.75 -5.81 -2.02
17 H 0.93 -5.77 -1.51
18 C -1.57 -3.81 -0.53
19 C -1.94 -3.11 0.61
20 C -3.19 -2.55 0.73
21 C -4.12 -2.65 -0.31
22 C -3.74 -3.34 -1.47
23 C -2.49 -3.92 -1.57
24 H -2.23 -4.41 -2.50
25 H -4.43 -3.41 -2.29
26 N -5.41 -2.16 -0.23
27 H -5.83 -2.05 -1.14
28 C -5.75 -1.10 0.69
29 C -4.90 0.12 0.49
30 N -4.03 0.24 -0.47
31 C -3.42 1.45 -0.26
32 C -2.37 2.04 -0.94
33 C -1.90 3.26 -0.47
34 C -2.51 3.89 0.63
35 C -3.54 3.31 1.32
36 C -3.98 2.07 0.88
37 N -4.94 1.19 1.34
38 C -5.79 1.35 2.49
39 H -5.52 0.64 3.27
40 H -6.83 1.19 2.21
41 H -5.68 2.36 2.87
42 H -3.98 3.80 2.18
43 H -2.12 4.85 0.93
44 C -0.76 3.95 -1.14
45 O -0.84 5.10 -1.51
46 N 0.35 3.18 -1.37
47 C 0.54 1.90 -0.84
48 N 1.10 1.01 -1.66
49 C 1.28 -0.23 -1.22
50 C 0.91 -0.66 0.04
51 C 0.39 0.29 0.91
52 C 0.21 1.59 0.48
53 H -0.17 2.35 1.14
54 H 0.13 0.01 1.92
55 H 1.04 -1.69 0.33
56 H 1.73 -0.90 -1.94
57 C 1.40 3.74 -2.19
58 H 1.35 3.32 -3.20
59 H 1.19 4.81 -2.24
60 C 2.79 3.49 -1.61
61 C 2.86 3.74 -0.12
62 O 2.08 4.39 0.52
63 O 3.93 3.13 0.40
64 C 4.12 3.23 1.81
65 C 3.31 2.19 2.56
66 H 3.54 1.19 2.19
67 H 2.25 2.37 2.42
68 H 3.54 2.24 3.62
69 H 3.84 4.24 2.13
70 H 5.19 3.08 1.96
71 H 3.10 2.46 -1.79
72 H 3.51 4.15 -2.10
73 H -1.94 1.56 -1.81
74 H -6.81 -0.86 0.55
75 H -5.63 -1.47 1.72
76 H -3.45 -2.02 1.64
77 H -1.22 -3.02 1.41
78 H 5.89 -3.15 1.79
79 H 4.51 -2.87 2.86
80 H 5.15 -0.80 1.77
81 H 3.52 -1.29 1.28
82 H 5.98 -1.86 -0.41
83 H 4.29 -2.06 -0.87
84 H 4.04 0.47 -0.47
85 H 4.93 -0.04 -1.90
86 H 6.24 0.83 0.71
87 H 6.07 1.82 -0.73

(3)
Below is a molecular structure, C34H43BBeF4N5O3 in a non-equilibrium geometry, with properties calculated with the ωB97M-V functional and the def2-TZVPD basis.

The HOMO-LUMO gap (spin up / spin down) is 0.256 / 0.313 Ha. The HOMO energy (spin up / spin down) comes out at -6.6 / -9.2 eV. Its spin multiplicity is 2. Its expectation value of S² is 0.751. Its largest force on an atom is 3.77 eV Å⁻¹.

Atoms and positions in Å:
1 Be -0.76 0.66 2.64
2 B -0.24 0.01 -0.07
3 F -0.55 -1.06 0.69
4 F -0.04 -0.22 -1.43
5 F -1.23 0.93 0.20
6 F 0.85 0.55 0.52
7 N -2.70 -1.35 2.81
8 C -3.36 -1.79 3.91
9 C -4.50 -2.58 3.90
10 C -4.99 -3.00 2.63
11 C -4.31 -2.60 1.49
12 C -3.14 -1.77 1.60
13 H -2.87 -1.57 4.84
14 H -4.93 -2.93 4.83
15 H -5.91 -3.53 2.43
16 H -4.66 -2.99 0.55
17 H -2.72 -1.36 0.69
18 N 0.42 -1.87 3.43
19 C -0.11 -3.04 2.89
20 C 0.05 -4.33 3.53
21 C 0.92 -4.38 4.65
22 C 1.36 -3.21 5.25
23 C 1.16 -2.00 4.55
24 H -0.76 -2.88 2.05
25 H -0.21 -5.30 3.14
26 H 1.20 -5.35 5.04
27 H 1.79 -3.13 6.23
28 H 1.50 -1.12 5.08
29 N -0.10 3.21 2.48
30 C -0.03 4.16 3.47
31 C 0.62 5.40 3.44
32 C 1.09 5.79 2.18
33 C 1.22 4.82 1.22
34 C 0.56 3.61 1.37
35 H -0.48 3.99 4.44
36 H 0.64 6.04 4.31
37 H 1.57 6.75 2.04
38 H 1.57 5.14 0.25
39 H 0.71 2.93 0.55
40 N 1.59 4.63 -5.03
41 C 0.52 4.96 -4.28
42 C 0.08 4.28 -3.16
43 C 0.61 3.06 -2.90
44 C 1.56 2.46 -3.82
45 C 1.95 3.35 -4.84
46 H 0.20 5.95 -4.59
47 H -0.82 4.53 -2.63
48 H 0.24 2.47 -2.07
49 H 1.97 1.50 -3.57
50 H 2.71 3.04 -5.55
51 N 4.56 -1.29 -4.46
52 C 5.52 -1.82 -3.65
53 C 5.20 -2.23 -2.34
54 C 3.96 -1.93 -1.77
55 C 3.02 -1.28 -2.60
56 C 3.36 -0.92 -3.90
57 H 6.46 -1.95 -4.17
58 H 5.89 -2.80 -1.74
59 H 3.58 -2.39 -0.87
60 H 2.01 -1.01 -2.32
61 H 2.61 -0.36 -4.44
62 C -5.88 1.16 -2.73
63 C -5.40 1.01 -1.34
64 O -5.87 1.51 -0.34
65 C -4.17 0.09 -1.23
66 H -6.75 0.58 -3.03
67 H -5.05 1.02 -3.43
68 H -6.25 2.16 -2.98
69 H -3.51 0.16 -0.36
70 H -3.53 0.34 -2.08
71 H -4.34 -0.99 -1.22
72 C 3.35 1.79 4.35
73 C 2.82 0.84 3.32
74 O 1.68 0.98 2.85
75 C 3.75 -0.25 2.80
76 H 3.89 2.62 3.88
77 H 4.14 1.17 4.77
78 H 2.60 1.95 5.11
79 H 4.72 0.24 2.72
80 H 3.55 -0.60 1.79
81 H 3.71 -1.08 3.50
82 C -0.63 -3.62 -5.44
83 C -1.46 -2.95 -4.40
84 O -2.38 -3.56 -3.90
85 C -0.86 -1.69 -3.76
86 H 0.21 -3.00 -5.77
87 H -1.25 -3.75 -6.33
88 H -0.28 -4.61 -5.14
89 H -1.21 -1.72 -2.72
90 H -1.26 -0.80 -4.25
91 H 0.21 -1.88 -3.75

(4)
Below is a molecular structure, C34H43Cl2N2OP3Zr in a non-equilibrium geometry, with properties calculated with the ωB97M-V functional and the def2-TZVPD basis.

Its net charge is +2. The HOMO-LUMO gap (spin up / spin down) is 0.175 / 0.178 Ha. The HOMO energy (spin up / spin down) comes out at -11.7 / -11.8 eV. Its largest force on an atom is 8.88 eV Å⁻¹. The value obtained for the energy relative to the best compared isomer or geometry (same formula, charge and spin) is 128.2 kJ/mol.

Atoms and positions in Å:
1 P -1.78 -1.05 -1.80
2 C -3.19 -2.00 -1.42
3 C -4.40 -1.47 -1.87
4 H -4.46 -0.45 -2.23
5 C -5.53 -2.27 -1.85
6 H -6.47 -1.88 -2.23
7 C -5.49 -3.57 -1.35
8 H -6.38 -4.21 -1.36
9 C -4.28 -4.06 -0.83
10 H -4.25 -5.06 -0.41
11 C -3.14 -3.28 -0.83
12 H -2.21 -3.64 -0.38
13 C -2.02 0.67 -1.88
14 C -2.81 1.36 -0.93
15 H -3.25 0.84 -0.10
16 C -2.98 2.74 -1.05
17 H -3.54 3.29 -0.28
18 C -2.45 3.44 -2.15
19 H -2.62 4.52 -2.25
20 C -1.74 2.73 -3.11
21 H -1.35 3.27 -3.98
22 C -1.51 1.36 -3.00
23 H -0.97 0.84 -3.77
24 C -0.62 -1.73 -2.91
25 C -1.21 -2.06 -4.14
26 H -2.28 -1.95 -4.26
27 C -0.42 -2.51 -5.17
28 H -0.87 -2.75 -6.14
29 C 0.96 -2.68 -5.00
30 H 1.59 -3.04 -5.83
31 C 1.54 -2.40 -3.75
32 H 2.62 -2.55 -3.61
33 C 0.76 -1.95 -2.70
34 H 1.17 -1.80 -1.71
35 Zr 0.83 -0.87 2.41
36 C 2.04 1.25 1.83
37 C 1.67 1.97 0.75
38 H 2.75 1.62 2.57
39 C 0.59 1.38 -0.12
40 O 1.33 1.06 -1.31
41 H 0.77 0.79 -2.06
42 C 0.14 0.22 0.58
43 H -0.07 2.19 -0.42
44 C -0.01 -1.09 0.65
45 Cl 2.12 -0.36 4.52
46 Cl -0.58 -2.78 3.25
47 P -1.07 0.62 3.52
48 C -1.17 0.17 5.28
49 H -0.33 0.61 5.82
50 H -1.14 -0.92 5.38
51 H -2.12 0.56 5.67
52 C -0.80 2.41 3.58
53 H -0.84 2.83 2.57
54 H 0.19 2.62 3.99
55 H -1.57 2.88 4.20
56 C -2.79 0.47 2.97
57 H -2.99 -0.57 2.69
58 H -2.97 1.13 2.11
59 H -3.43 0.76 3.82
60 P 2.49 3.55 0.27
61 C 3.28 4.32 1.72
62 C 1.21 4.64 -0.37
63 H 3.97 3.59 2.19
64 H 2.50 4.61 2.45
65 H 3.85 5.22 1.41
66 H 0.77 4.20 -1.27
67 H 1.63 5.63 -0.62
68 H 0.43 4.76 0.39
69 C 3.71 3.23 -1.02
70 H 4.50 2.59 -0.61
71 H 4.15 4.17 -1.39
72 H 3.19 2.70 -1.82
73 H -1.10 -1.29 0.86
74 N 2.68 -3.45 3.35
75 C 3.21 -3.11 2.15
76 C 4.31 -3.81 1.60
77 C 4.88 -3.33 0.43
78 C 4.32 -2.22 -0.21
79 C 3.21 -1.61 0.34
80 N 2.64 -2.07 1.49
81 H 2.17 -2.76 3.91
82 H 3.10 -4.21 3.87
83 H 4.68 -4.67 2.16
84 H 5.75 -3.84 0.01
85 H 4.74 -1.81 -1.13
86 H 2.74 -0.70 -0.09

(5)
Below is a molecular structure, C34H44AgF2N5S2, with properties calculated with the ωB97M-V functional and the def2-TZVPD basis.

Its net charge is -2. The HOMO-LUMO gap is 0.244 Ha. The HOMO energy comes out at -2.3 eV. Its largest force on an atom is 0.20 eV Å⁻¹. The value obtained for the energy relative to the best compared isomer or geometry (same formula, charge and spin) is 5.9 kJ/mol.

Atoms and positions in Å:
1 Ag 0.12 -0.27 0.62
2 C -1.17 1.98 -3.60
3 C -0.78 1.78 -2.14
4 C 0.56 2.44 -1.82
5 C -1.83 2.30 -1.18
6 C -2.24 3.63 -1.26
7 C -3.11 4.17 -0.33
8 C -3.55 3.38 0.73
9 C -3.15 2.06 0.86
10 C -3.51 1.26 2.10
11 C -3.58 2.16 3.34
12 C -4.82 0.49 1.96
13 C -2.33 1.51 -0.14
14 N -1.96 0.13 -0.07
15 C -2.84 -0.68 -0.56
16 C -2.83 -2.11 -0.71
17 C -3.99 -2.63 -1.31
18 C -4.17 -3.97 -1.58
19 C -3.11 -4.84 -1.26
20 C -1.96 -4.38 -0.69
21 C -1.75 -2.99 -0.36
22 N -0.65 -2.55 0.23
23 C 0.42 -3.44 0.40
24 C 1.30 -3.69 -0.67
25 C 2.35 -4.59 -0.49
26 C 2.55 -5.22 0.73
27 C 1.73 -4.90 1.80
28 C 0.68 -4.00 1.66
29 C -0.16 -3.58 2.85
30 C 0.55 -3.78 4.19
31 C -1.52 -4.28 2.88
32 C 1.14 -2.97 -1.99
33 C 0.72 -3.91 -3.12
34 C 2.42 -2.21 -2.37
35 H -0.41 1.55 -4.26
36 H -1.26 3.04 -3.84
37 H -2.13 1.50 -3.82
38 H -0.68 0.70 -1.97
39 H 0.51 3.52 -1.97
40 H 1.35 2.04 -2.46
41 H 0.83 2.27 -0.78
42 H -1.82 4.27 -2.02
43 H -3.38 5.21 -0.38
44 H -4.17 3.83 1.49
45 H -2.71 0.53 2.26
46 H -4.50 2.74 3.36
47 H -2.74 2.86 3.37
48 H -3.54 1.54 4.24
49 H -5.65 1.18 1.76
50 H -5.04 -0.05 2.88
51 H -4.79 -0.23 1.14
52 H -3.75 -0.21 -0.95
53 H -4.78 -1.93 -1.55
54 H -5.08 -4.33 -2.04
55 H -3.21 -5.90 -1.47
56 H -1.17 -5.08 -0.45
57 H 3.02 -4.80 -1.32
58 H 3.37 -5.92 0.85
59 H 1.93 -5.35 2.76
60 H -0.35 -2.51 2.73
61 H 0.59 -4.84 4.47
62 H 0.00 -3.25 4.97
63 H 1.57 -3.41 4.15
64 H -1.39 -5.36 2.98
65 H -2.09 -4.09 1.97
66 H -2.11 -3.92 3.73
67 H 0.36 -2.22 -1.85
68 H 1.47 -4.68 -3.28
69 H 0.59 -3.36 -4.06
70 H -0.23 -4.40 -2.88
71 H 3.24 -2.90 -2.60
72 H 2.74 -1.57 -1.55
73 H 2.25 -1.59 -3.25
74 N 1.25 -0.40 4.39
75 C 0.07 0.27 4.38
76 N 0.02 1.36 3.63
77 S -1.24 -0.29 5.31
78 H 1.91 -0.22 3.65
79 H 1.22 -1.31 4.81
80 H 0.76 1.61 2.98
81 H -0.85 1.83 3.47
82 F 2.87 -1.13 1.43
83 C 2.20 0.04 1.02
84 F 2.55 0.96 2.05
85 H 2.80 0.40 0.18
86 S -0.13 6.15 0.33
87 C -0.18 4.69 1.14
88 N -0.22 3.67 1.70